# 1
DFT (ωB97M-V/def2-TZVPD) results for a molecular structure, C4H4Cl12 at a distorted geometry.

XYZ file:
```
20
Properties=species:S:1:pos:R:3:forces:R:3
C -9.28064 -19.44778 -15.32785 2.288 -1.791 0.362
Cl -7.66117 -19.42159 -14.70519 0.698 -0.341 -0.125
Cl -9.92875 -21.12087 -15.67488 5.943 0.193 -0.727
Cl -9.50880 -18.29984 -16.62243 3.147 -0.392 -2.736
H -9.94644 -19.03655 -14.56911 2.736 -1.526 0.766
C -12.70725 -18.20356 -14.21829 0.370 2.121 1.912
Cl -12.34858 -18.02378 -12.46764 -0.109 -0.043 -0.364
Cl -11.27714 -18.37094 -15.12741 -6.465 6.898 1.069
Cl -13.67913 -16.76461 -14.85264 8.617 0.488 9.051
H -13.32316 -19.09027 -14.36831 0.752 1.010 1.198
C -13.62937 -20.55662 -16.20207 0.228 0.484 0.371
Cl -12.13695 -20.65171 -15.19924 -6.581 -4.335 -0.923
Cl -13.25407 -20.25719 -17.97807 -0.011 0.007 1.376
Cl -14.68025 -19.28014 -15.49251 0.191 -7.201 -0.627
H -14.15040 -21.51384 -16.22027 0.047 0.356 0.312
C -15.69804 -16.86606 -15.90800 -3.031 -0.318 -2.825
Cl -16.78225 -18.27312 -15.85564 -3.700 1.957 0.046
Cl -16.58824 -15.55889 -16.61091 -0.193 0.791 -0.179
Cl -14.31670 -17.29678 -16.95677 -2.221 1.514 -7.308
H -15.29075 -16.64890 -14.92055 -2.705 0.126 -0.648
```
Forces are in eV/Å.

Its energy is -5676.551958 Ha. As for the net charge: 0. For the lowest unoccupied orbital energy, the calculation gives 0.140 eV. Its multiplicity is 1. The calculation puts the gap between HOMO and LUMO at 9.18 eV.


# 2
DFT (ωB97M-V/def2-TZVPD) results for 4 unconnected molecules or ions with the total composition C4H4Cl12 at a distorted geometry.

XYZ file:
```
20
Properties=species:S:1:pos:R:3:forces:R:3
Cl 3.07438 -4.48429 1.46723 0.044 0.136 -0.264
C 1.82980 -3.26662 1.69105 0.188 1.729 -0.540
Cl 1.74676 -2.80338 3.37633 -0.198 -0.038 0.684
Cl 0.27709 -3.80300 1.07809 -0.154 -0.137 -0.055
H 2.04863 -2.27283 1.19298 0.090 -1.660 0.150
Cl 1.89003 -2.31461 -5.68508 0.348 0.021 -0.528
C 0.55313 -2.31067 -4.55075 0.419 0.170 -0.108
Cl 1.20235 -2.48679 -2.93885 -0.080 -0.297 0.675
Cl -0.58371 -3.59378 -4.98378 -0.057 0.472 0.254
H 0.15536 -1.30131 -4.57277 -0.636 -0.360 -0.253
Cl -0.90216 4.79265 0.59611 -0.508 0.203 0.762
C -1.84843 5.02558 2.07983 -0.862 -1.018 0.514
Cl -1.90455 3.47007 3.08015 0.019 0.973 -0.900
Cl -3.50640 5.63959 1.80740 0.578 -0.455 -0.263
H -1.44774 5.74348 2.76434 0.784 0.257 -0.124
Cl 1.17310 0.30806 0.59440 -0.267 0.107 0.013
C -0.51086 0.87889 0.76048 0.455 1.289 0.705
Cl -1.46824 -0.15980 1.74608 -0.285 -0.762 0.737
Cl -1.28444 1.06839 -0.77508 -0.100 0.211 -0.884
H -0.49411 1.87037 1.27186 0.224 -0.841 -0.576
```
Forces are in eV/Å.

Its energy is -5677.082893 Ha. As for the net charge: 0. For the lowest unoccupied orbital energy, the calculation gives 0.154 eV. Its multiplicity is 1. The calculation puts the gap between HOMO and LUMO at 11.14 eV. The structure (SMILES) is ClC(Cl)Cl.ClC(Cl)Cl.ClC(Cl)Cl.ClC(Cl)Cl.


# 3
DFT (ωB97M-V/def2-TZVPD) results for 4 unconnected molecules or ions with the total composition C4H4Cl12 at a distorted geometry.

XYZ file:
```
20
Properties=species:S:1:pos:R:3:forces:R:3
Cl -3.13386 -3.63045 -1.62774 0.284 -0.669 -1.529
C -3.54654 -3.24716 -0.02958 0.349 -0.069 1.512
Cl -2.06872 -3.39601 1.03278 -0.960 -0.223 -0.293
Cl -4.88374 -4.31939 0.59753 0.887 1.061 -0.363
H -3.77637 -2.18255 -0.07279 -0.571 -0.334 0.746
Cl 2.11816 5.86652 0.87685 -0.163 -0.125 -0.210
C 2.12208 4.37109 -0.08276 0.226 0.643 -0.304
Cl 0.65883 3.44260 0.18827 -0.211 0.005 -0.090
Cl 3.53675 3.44605 0.27438 0.722 -0.678 0.354
H 2.23733 4.62279 -1.13702 -0.568 0.144 0.236
Cl 2.91217 -2.36579 1.47656 -0.222 -0.289 -0.024
C 2.94514 -1.46299 -0.00381 0.959 1.132 -0.762
Cl 2.77422 -2.40149 -1.49696 -0.412 -0.164 0.486
Cl 4.51819 -0.58216 -0.16059 -0.199 -0.113 0.260
H 2.21816 -0.65093 0.00874 -0.161 -0.520 0.053
Cl -2.65285 1.28335 -1.27292 -0.245 -0.585 0.494
C -1.70043 0.55702 0.03633 0.716 0.612 0.589
Cl -0.64215 -0.73407 -0.55502 -0.115 0.444 -0.184
Cl -2.50884 -0.01266 1.51706 -0.623 0.147 -0.579
H -1.12746 1.39627 0.43063 0.307 -0.421 -0.392
```
Forces are in eV/Å.

Its energy is -5677.077076 Ha. As for the net charge: 0. For the lowest unoccupied orbital energy, the calculation gives 0.301 eV. Its multiplicity is 1. The calculation puts the gap between HOMO and LUMO at 11.32 eV. The structure (SMILES) is ClC(Cl)Cl.ClC(Cl)Cl.ClC(Cl)Cl.ClC(Cl)Cl.


# 4
DFT (ωB97M-V/def2-TZVPD) results for 2 unconnected molecules or ions with the total composition C4H4Cl2O at a distorted geometry.

XYZ file:
```
11
Properties=species:S:1:pos:R:3:forces:R:3
C 0.83886 0.75684 -0.53494 1.777 2.574 -2.711
C 0.21106 -0.17899 0.06387 0.017 -1.287 1.824
C 1.86898 -2.20516 0.92501 1.489 1.914 -1.418
C -1.06351 -0.42602 0.71740 -2.174 -1.124 -2.143
O 3.01227 -2.05739 0.65063 -2.376 -0.857 0.970
Cl 0.99274 -3.16948 2.09320 0.311 -0.267 0.152
Cl -2.17280 1.04841 0.74103 0.340 -0.135 -0.192
H 0.26646 1.65218 -1.00042 0.742 -1.335 1.092
H 1.95452 0.78349 -0.84600 -1.956 -0.453 0.728
H -1.08687 -0.71319 1.74333 0.673 -0.325 0.606
H -1.67867 -1.21658 0.12002 1.157 1.293 1.093
```
Forces are in eV/Å.

Its energy is -1150.274832 Ha. As for the net charge: 0. For the lowest unoccupied orbital energy (alpha / beta), the calculation gives -0.890 / -1.102 eV. Its multiplicity is 1. The calculation puts the gap between HOMO and LUMO (alpha / beta) at 8.24 / 7.79 eV.


# 5
DFT (ωB97M-V/def2-TZVPD) results for C4H4ClF in the gas phase at a distorted geometry.

XYZ file:
```
10
Properties=species:S:1:pos:R:3:forces:R:3
C -0.21274 -1.30179 -1.05853 0.565 0.663 -0.201
C 0.72350 -0.41260 -0.62392 -2.772 -0.251 0.334
C 0.45057 0.81667 0.22329 1.545 -0.601 -1.246
C -0.48317 0.92158 1.13054 -0.059 0.919 0.957
F -1.35480 -0.00245 1.39967 -0.993 -1.542 -0.059
Cl -0.73346 2.19369 2.26859 0.324 0.437 -0.301
H 0.01018 -2.07592 -1.84746 -0.029 0.770 1.325
H -1.26060 -1.21920 -0.72869 0.584 0.015 -0.396
H 1.72829 -0.59312 -0.87264 1.202 0.161 -0.525
H 1.13223 1.67313 0.10914 -0.367 -0.571 0.112
```
Forces are in eV/Å.

Its energy is -714.815073 Ha. As for the net charge: 0. For the lowest unoccupied orbital energy, the calculation gives 0.882 eV. Its multiplicity is 1. The calculation puts the gap between HOMO and LUMO at 9.97 eV. The structure (SMILES) is C=C/C=C(\F)Cl.


# 6
DFT (ωB97M-V/def2-TZVPD) results for 2 unconnected molecules or ions with the total composition C4H4ClF at a distorted geometry.

XYZ file:
```
10
Properties=species:S:1:pos:R:3:forces:R:3
F 1.20861 1.85936 -1.38862 2.039 1.060 -0.152
C 0.13753 1.26432 -0.94848 -1.094 -1.837 1.501
C -0.07960 -0.17743 -1.32671 0.219 -0.420 -0.451
C -0.84739 -0.43449 -0.22642 1.434 0.952 2.186
C -0.03172 0.53537 0.41467 -1.747 0.389 -4.081
H -0.72555 1.81287 -1.11285 -1.367 1.355 -0.585
H -1.35920 -1.24250 0.21571 -0.990 -0.699 -0.118
H 0.63724 0.59612 1.20289 1.230 -0.519 1.478
Cl 1.02085 -2.22711 1.99229 -0.361 -0.035 -0.193
H 0.03923 -1.98651 1.17752 0.637 -0.248 0.416
```
Forces are in eV/Å.

Its energy is -714.693174 Ha. As for the net charge: 0. For the lowest unoccupied orbital energy, the calculation gives 0.084 eV. Its multiplicity is 1. The calculation puts the gap between HOMO and LUMO at 9.22 eV. The structure (SMILES) is F[C@H]1C2=C[C@@H]21.Cl.


# 7
DFT (ωB97M-V/def2-TZVPD) results for C4H4ClF in the gas phase at a distorted geometry.

XYZ file:
```
10
Properties=species:S:1:pos:R:3:forces:R:3
C 1.07973 1.16725 -0.04041 0.042 0.389 0.119
C 0.83980 -0.12051 0.10506 0.525 0.504 0.053
Cl 2.05017 -1.28996 -0.19084 0.772 -0.691 -0.230
C -0.42643 -0.69087 0.51246 -1.088 -0.378 -0.179
C -1.45334 -0.41973 -0.30625 0.506 0.050 -0.055
F -2.69721 -0.93145 -0.16800 0.706 0.420 -0.004
H 2.00106 1.61590 -0.40063 -0.147 -0.296 0.089
H 0.28418 1.79488 0.30765 -0.177 0.559 -0.123
H -0.38575 -1.37079 1.37958 -0.558 0.300 -0.640
H -1.29223 0.24527 -1.19862 -0.581 -0.856 0.970
```
Forces are in eV/Å.

Its energy is -714.819794 Ha. As for the net charge: 0. For the lowest unoccupied orbital energy, the calculation gives 0.945 eV. Its multiplicity is 1. The calculation puts the gap between HOMO and LUMO at 10.51 eV. The structure (SMILES) is C=C(Cl)/C=C/F.


# 8
DFT (ωB97M-V/def2-TZVPD) results for C4H4ClFO2 in the gas phase at a distorted geometry.

XYZ file:
```
12
Properties=species:S:1:pos:R:3:forces:R:3
C 1.79732 -0.94178 -0.07008 0.152 0.188 -1.469
C 0.82853 -0.17315 -0.54635 0.799 -0.538 1.578
C 0.01612 0.55502 0.48049 0.144 0.907 -0.836
F 0.34636 0.37005 1.77425 0.227 -0.128 -0.533
Cl 0.23796 2.39429 0.13115 -0.538 -1.314 0.304
C -1.42180 0.10865 0.28493 -0.943 2.220 0.798
O -2.17964 -0.14665 1.17015 0.128 -0.802 0.442
O -1.82188 0.29893 -0.96450 -0.361 -0.501 -0.794
H 2.02801 -0.92287 0.95611 0.167 -0.106 1.120
H 2.44451 -1.53179 -0.69854 -0.065 -0.117 -0.196
H 0.50004 -0.10418 -1.56464 0.041 0.095 -0.227
H -2.77555 0.09347 -0.95298 0.248 0.098 -0.187
```
Forces are in eV/Å.

Its energy is -865.336929 Ha. As for the net charge: 0. For the lowest unoccupied orbital energy, the calculation gives 0.086 eV. Its multiplicity is 1. The calculation puts the gap between HOMO and LUMO at 10.65 eV. The structure (SMILES) is C=C[C@@](F)(Cl)C(=O)O.


# 9
DFT (ωB97M-V/def2-TZVPD) results for C4H4ClN3 in the gas phase at a distorted geometry.

XYZ file:
```
12
Properties=species:S:1:pos:R:3:forces:R:3
C 2.72463 -1.48089 -0.17939 0.504 -1.060 -0.635
C -0.02517 -0.74763 -0.28314 -0.413 1.880 1.996
C 3.47582 -0.39880 0.59005 -0.175 0.707 -1.768
C -1.28462 0.08200 -0.43256 -0.097 0.004 -2.438
N 0.21522 -1.93872 -0.43294 -0.281 -1.876 -0.681
N 0.97935 0.12420 0.26746 -0.674 1.636 -0.035
N 2.13236 -0.39677 0.18725 -0.141 -0.707 -1.013
Cl 4.65429 0.59018 -0.25417 -0.041 -0.102 0.178
H 3.48104 -0.33914 1.60371 1.068 0.001 2.968
H -2.24408 -0.49955 -0.55756 1.252 0.777 0.243
H -1.30333 0.93786 0.23082 -0.159 -0.524 0.868
H -1.01810 0.65640 -1.36807 -0.845 -0.736 0.318
```
Forces are in eV/Å.

Its energy is -778.995875 Ha. As for the net charge: 0. For the lowest unoccupied orbital energy (alpha / beta), the calculation gives -2.490 / -1.140 eV. Its multiplicity is 1. The calculation puts the gap between HOMO and LUMO (alpha / beta) at 6.76 / 8.55 eV.


# 10
DFT (ωB97M-V/def2-TZVPD) results for C4H4ClNO2 in the gas phase at a distorted geometry.

XYZ file:
```
12
Properties=species:S:1:pos:R:3:forces:R:3
C 1.82720 0.68692 0.84039 -0.303 -2.221 0.149
C 1.05395 0.21904 -0.21263 -0.185 2.622 2.093
Cl 1.43445 -1.03875 -1.24893 1.195 -1.047 -0.784
C -0.35890 0.89632 -0.66595 2.759 -1.387 2.047
O -0.40690 2.08243 -0.53567 -1.461 -0.076 -0.970
N -1.33878 -0.10301 -1.01560 2.459 -1.682 4.001
C -1.40609 -1.20656 0.11144 3.738 0.095 1.458
O -0.44647 -1.52725 0.91405 -5.636 1.790 -4.430
H 1.52844 1.29568 1.67943 -1.267 1.103 -0.868
H 2.72007 0.22406 1.40698 -0.916 -0.135 -2.390
H -2.19995 0.18499 -1.39406 -1.257 0.482 -0.208
H -2.40700 -1.71385 0.12056 0.873 0.457 -0.096
```
Forces are in eV/Å.

Its energy is -820.153506 Ha. As for the net charge: 0. For the lowest unoccupied orbital energy, the calculation gives 0.119 eV. Its multiplicity is 1. The calculation puts the gap between HOMO and LUMO at 9.41 eV. The structure (SMILES) is C=C(Cl)C(=O)NC=O.


# 11
DFT (ωB97M-V/def2-TZVPD) results for C4H4ClNO2 in the gas phase at a distorted geometry.

XYZ file:
```
12
Properties=species:S:1:pos:R:3:forces:R:3
N 3.26201 -0.95205 -0.01046 -11.832 7.383 -2.393
C 2.09647 -0.24366 -0.21749 12.340 -7.498 1.919
C 0.76825 0.22334 -0.00392 -1.551 1.368 0.107
O 0.55959 0.67002 1.27811 0.022 1.454 1.139
C -0.21316 1.06787 -0.85887 0.544 2.448 -1.426
O -1.04662 1.90726 0.05336 -0.865 -1.927 -4.441
C -0.37057 -0.36731 -0.82374 -1.898 -3.873 2.009
Cl -1.81973 -1.28502 0.20798 1.941 1.710 -1.455
H 0.26131 1.66088 1.21573 0.715 -2.792 0.479
H 0.14266 1.56398 -1.84157 -0.874 -0.691 1.759
H -1.91457 1.73427 -0.46048 1.396 0.897 1.782
H -0.17781 -1.14924 -1.60374 0.063 1.521 0.522
```
Forces are in eV/Å.

Its energy is -820.042888 Ha. As for the net charge: 0. For the lowest unoccupied orbital energy, the calculation gives -0.480 eV. Its multiplicity is 1. The calculation puts the gap between HOMO and LUMO at 9.64 eV. The structure (SMILES) is N#C[C@@]1(O)[C@H](O)[C@@H]1Cl.


# 12
DFT (ωB97M-V/def2-TZVPD) results for C4H4ClNS2 in the gas phase at a distorted geometry.

XYZ file:
```
12
Properties=species:S:1:pos:R:3:forces:R:3
S 3.31149 -0.20488 0.00619 -0.728 0.336 -0.035
N 1.82256 -1.05813 -0.01876 -0.043 0.755 0.174
C 0.75892 -0.34803 0.00810 0.176 -0.510 -0.240
C -0.56791 -0.97974 -0.00318 0.120 0.871 0.087
C -1.57237 -0.12004 -0.00476 0.049 1.095 0.092
Cl -3.24335 -0.50594 0.00271 -0.064 -0.155 -0.013
C -1.23102 1.36105 -0.00361 0.340 -0.578 0.593
S 0.60307 1.42680 -0.00378 -0.269 -0.170 0.037
H 4.06181 -1.28564 -0.00211 0.314 -0.524 -0.011
H -0.68056 -2.02920 0.01382 0.027 -0.922 -0.032
H -1.63232 1.85558 -0.87045 -0.076 0.144 -0.501
H -1.63032 1.88817 0.87584 0.155 -0.342 -0.151
```
Forces are in eV/Å.

Its energy is -1466.117489 Ha. As for the net charge: 0. For the lowest unoccupied orbital energy, the calculation gives 0.515 eV. Its multiplicity is 1. The calculation puts the gap between HOMO and LUMO at 8.98 eV. The structure (SMILES) is S/N=C1/C=C(Cl)CS1.


ΔE to the lowest compared entry with this formula, charge and spin across the listed records, respectively: 344.7; 11.5; 15.1; 88.6; 8.0; 84.5; 5.1; 7.8; 197.3; 59.5; 128.9; 0.0 kcal per mole.